Molecular formula: C3H5NOS2
Method: DFT, wB97M-V/def2-TZVPD

2S+1	1
charge	0
energy relative to the best compared isomer or geometry (same formula, charge and spin)	1.160	eV
E_tot	-28399.071	eV
E_HOMO	-8.802	eV
Kohn-Sham gap	9.11	eV

Each line ends with the Löwdin charge.
Atoms and positions in Å:
S: -3.5657 0.6960 -0.1077  0.600
S: 0.1260 -1.4310 -0.3106  0.909
O: 1.7560 1.9799 -0.1335  0.065
N: -1.1755 -0.3499 -0.5972  -0.412
C: 1.8390 0.7976 -0.3437  -0.320
C: -2.2753 -0.2631 0.1819  -0.828
C: 1.2438 -0.3114 0.5328  -0.457
H: -2.1645 -0.9578 1.0266  0.060
H: 2.0756 -0.9562 0.8465  0.081
H: 2.3874 0.3770 -1.2066  0.117
H: 0.7752 0.0863 1.4483  0.092
H: -1.0220 0.3327 -1.3368  0.095



Molecular formula: C3H5NOS2
Method: DFT, wB97M-V/def2-TZVPD

2S+1	1
charge	0
energy relative to the best compared isomer or geometry (same formula, charge and spin)	3.346	eV
E_tot	-28396.885	eV
E_HOMO	-8.871	eV
Kohn-Sham gap	8.07	eV

Each line ends with the Löwdin charge.
Atoms and positions in Å:
S: 1.2888 -1.8183 -0.4056  0.718
S: 0.1684 1.0310 0.1483  0.969
O: -2.2919 0.6531 -0.4566  -0.224
N: -2.3936 -0.7470 -0.5682  0.003
C: 0.1724 -0.6280 -0.2241  -1.079
C: -1.1686 -1.2018 -0.5585  -0.305
C: 1.8416 1.0292 0.6740  -0.474
H: -1.1035 -2.3364 -0.6090  0.089
H: 2.5197 0.8847 -0.2088  0.048
H: -3.3137 0.8234 -0.2163  0.173
H: 2.2680 0.2523 1.2939  0.024
H: 2.0124 2.0578 1.1307  0.059



Molecular formula: C3H5NOSi
Method: DFT, wB97M-V/def2-TZVPD

2S+1	1
charge	0
energy relative to the best compared isomer or geometry (same formula, charge and spin)	1.517	eV
E_tot	-14603.633	eV
E_HOMO	-8.191	eV
Kohn-Sham gap	8.38	eV

Each line ends with the Löwdin charge.
Atoms and positions in Å:
Si: -1.8491 -0.3393 -0.2354  0.667
O: 1.9319 -1.3185 0.3433  -0.007
N: 0.7462 0.9964 -0.4170  0.034
C: 2.0291 0.8375 -0.5337  -0.163
C: -0.3046 0.6033 0.0093  -0.146
C: 2.5349 -0.3499 -0.0986  -0.347
H: -1.9771 -0.5032 -1.6116  -0.099
H: -1.3318 -1.4417 0.4588  -0.063
H: 3.5421 -0.5134 -0.4273  0.104
H: 2.6242 1.4278 -1.1409  0.084
H: -2.9214 0.6131 0.0683  -0.065



Molecular formula: C3H5NS
Method: DFT, wB97M-V/def2-TZVPD

2S+1	1
charge	0
energy relative to the best compared isomer or geometry (same formula, charge and spin)	1.113	eV
E_tot	-15515.759	eV
E_HOMO	-9.420	eV
Kohn-Sham gap	10.13	eV

Each line ends with the Löwdin charge.
Atoms and positions in Å:
S: -1.7000 -0.8376 -0.3201  0.735
N: 2.4843 -1.1964 0.1515  0.145
C: -0.4620 0.3124 0.4946  -0.492
C: 0.6068 0.4159 -0.5596  -0.342
C: 1.6845 -0.5306 -0.4532  -0.216
H: -1.1975 1.1647 0.5728  0.071
H: -2.3365 -1.3371 0.6207  -0.233
H: -0.2429 0.1266 1.5393  0.083
H: 0.0614 0.4282 -1.5515  0.103
H: 1.1020 1.4540 -0.4944  0.147



Molecular formula: C3H5NS
Method: DFT, wB97M-V/def2-TZVPD

2S+1	1
charge	0
energy relative to the best compared isomer or geometry (same formula, charge and spin)	2.207	eV
E_tot	-15514.665	eV
E_HOMO	-8.497	eV
Kohn-Sham gap	7.74	eV

Each line ends with the Löwdin charge.
Atoms and positions in Å:
S: -2.2977 -0.7567 -0.0710  0.689
N: -0.7809 1.3881 -0.1609  -0.020
C: -0.8272 0.0032 -0.0930  -0.942
C: 0.1557 -0.9944 -0.0101  -0.267
C: 1.5480 -0.6268 -0.0813  0.082
H: -1.7967 1.7033 0.0365  0.081
H: 2.4866 -1.1308 -0.0167  0.034
H: -0.0914 1.9492 0.7279  0.223
H: 1.7052 0.4594 -0.4518  0.076
H: -0.1015 -1.9945 0.1202  0.044



Molecular formula: C3H5NS
Method: DFT, wB97M-V/def2-TZVPD

2S+1	3
charge	0
<S²>	2.01
energy relative to the best compared isomer or geometry (same formula, charge and spin)	2.612	eV
E_tot	-15511.103	eV
E_HOMO (alpha / beta)	-6.004 / -9.495	eV
Kohn-Sham gap (alpha / beta)	6.94 / 7.48	eV

Each line ends with the Löwdin charge.
Atoms and positions in Å:
S: -2.0334 -1.3385 0.1575  0.637
N: -1.1288 0.0973 -0.0289  -0.577
C: -1.5810 1.2802 -0.0707  -0.202
C: 2.4618 -0.4174 0.0590  0.037
C: 1.6782 -1.3012 -0.0846  0.005
H: -0.1268 -0.1565 -0.0289  0.000
H: -2.6707 1.4564 -0.1544  0.052
H: 3.3800 0.1205 0.1352  0.030
H: -0.8112 2.0820 0.0547  0.071
H: 0.8321 -1.8228 -0.0388  -0.051



Molecular formula: C3H5NS2
Method: DFT, wB97M-V/def2-TZVPD

2S+1	1
charge	0
energy relative to the best compared isomer or geometry (same formula, charge and spin)	4.388	eV
E_tot	-26348.345	eV
E_HOMO (alpha / beta)	-7.942 / -8.364	eV
Kohn-Sham gap (alpha / beta)	7.71 / 7.33	eV

Each line ends with the Löwdin charge.
Atoms and positions in Å:
S: 2.1434 0.1857 -0.6025  0.500
S: 1.5239 -1.1113 0.7171  0.429
N: 0.1965 0.9844 1.7077  0.080
C: -0.2228 -1.7017 0.2676  -0.379
C: 0.9861 1.5072 -0.4745  -0.467
C: 0.4248 1.7740 0.8209  -0.476
H: -0.2201 -2.8551 0.4593  0.061
H: -1.0952 -1.1535 0.8175  0.064
H: 0.3862 2.8384 1.1876  0.132
H: -0.1857 -1.3866 -0.7712  -0.004
H: 1.5438 2.2890 -1.1171  0.061



Molecular formula: C3H5NS2
Method: DFT, wB97M-V/def2-TZVPD

2S+1	1
charge	0
energy relative to the best compared isomer or geometry (same formula, charge and spin)	0.941	eV
E_tot	-26351.792	eV
E_HOMO	-8.378	eV
Kohn-Sham gap	9.13	eV

Each line ends with the Löwdin charge.
Atoms and positions in Å:
S: 1.2513 -0.6265 0.4556  0.877
S: -0.9848 0.4766 -0.9519  0.824
N: 0.3045 1.5611 -0.7712  -0.354
C: -1.3703 -0.9629 1.4490  -0.179
C: 1.2916 1.0038 -0.1926  -0.620
C: -0.5092 -0.9188 0.1288  -0.888
H: -1.5689 0.0763 1.8258  0.077
H: 2.2709 1.4716 -0.0636  0.070
H: -0.6508 -1.4615 2.1732  0.066
H: -0.5862 -1.8683 -0.4303  0.061
H: -2.3325 -1.4806 1.5232  0.065